# 1
ORCA calculation (wB97M-V/def2-TZVPD) on a structure of composition C2H3ErO2 in a non-equilibrium geometry.

Last column: Löwdin spin population.
Cartesian coordinates (Å):
C1 -1.31789 0.70809 0.00136  0.774
Er1 2.62932 0.58657 -0.17589  2.011
H1 -1.21835 1.30369 0.92580  0.045
C2 0.29888 -1.11061 -0.08698  0.022
O1 1.45746 -1.50394 0.10324  -0.003
H2 -1.31901 1.45860 -0.80885  0.042
O2 0.13363 0.18176 -0.15174  0.099
H3 -0.66404 -1.62415 0.19305  0.011

Kohn-Sham gap (spin up / spin down) ... 9.39 / 7.24 eV
Energy relative to the best compared isomer or geometry (same formula, charge and spin) ... 0.0 kcal/mol
E_tot ... -1242.706840 hartree
Spin multiplicity ... 4
Total charge ... +2
⟨S²⟩ ... 3.756

# 2
ORCA calculation (wB97M-V/def2-TZVPD) on the molecule C2H3F in a non-equilibrium geometry.

Last column: Mulliken charge in e.
Cartesian coordinates (Å):
C1 0.96922 -0.35726 0.03410  0.139
H1 0.20974 1.47695 -0.11992  0.241
H2 -1.11688 0.32260 0.00946  0.266
H3 1.08624 -1.63960 -0.20281  0.218
F1 2.20239 0.10772 -0.05805  -0.215
C2 -0.06060 0.48360 0.05282  -0.648

Kohn-Sham gap ... 11.30 eV
Energy relative to the best compared isomer or geometry (same formula, charge and spin) ... 21.4 kcal/mol
SMILES ... C=CF
E_tot ... -177.801749 hartree
Spin multiplicity ... 1
Total charge ... 0

# 3
ORCA calculation (wB97M-V/def2-TZVPD) on a cluster of 2 separate species, C2H3F2NO in total in a non-equilibrium geometry.

Last column: Mulliken charge in e.
Cartesian coordinates (Å):
H1 1.23221 2.73772 -1.80736  0.262
C1 0.28385 0.85496 -0.92946  -0.071
H2 -0.99694 -1.68526 0.42024  0.275
F1 -1.60207 -3.43693 1.14916  -0.201
F2 -0.99821 -1.73860 2.30511  -0.128
N1 -1.66060 -1.98848 1.15993  0.066
C2 0.96476 2.09336 -1.01145  -0.191
O1 1.52597 0.76678 -1.27889  -0.174
H3 1.25103 2.39646 -0.00729  0.163

Kohn-Sham gap ... 10.55 eV
Energy relative to the best compared isomer or geometry (same formula, charge and spin) ... 193.3 kcal/mol
E_tot ... -407.448305 hartree
Spin multiplicity ... 1
Total charge ... 0

# 4
ORCA calculation (wB97M-V/def2-TZVPD) on a cluster of 2 separate species, C2H3F2NO2 in total in a non-equilibrium geometry.

Last column: Mulliken charge in e.
Cartesian coordinates (Å):
C1 1.25611 -0.04658 0.01640  -1.070
O1 -0.89203 1.70718 -0.28052  -0.548
N1 -1.25346 0.66251 0.16217  1.020
H1 1.84714 -0.75950 -0.46325  0.336
F1 -0.55930 -1.32016 0.99964  -0.152
C2 -0.17566 -0.33517 0.23122  0.771
H2 1.25328 0.86806 -0.44698  0.373
H3 1.73498 -0.09626 0.95459  0.365
O2 -2.32695 0.37900 0.58566  -0.524
F2 -0.88410 -1.05908 -1.75891  -0.571

Kohn-Sham gap (spin up / spin down) ... 8.91 / 8.91 eV
Energy relative to the best compared isomer or geometry (same formula, charge and spin) ... 116.8 kcal/mol
E_tot ... -482.748503 hartree
Spin multiplicity ... 1
Total charge ... 0

# 5
ORCA calculation (wB97M-V/def2-TZVPD) on a cluster of 2 separate species, C2H3F2NO5S in total in a non-equilibrium geometry.

Last column: Mulliken charge in e.
Cartesian coordinates (Å):
O1 0.57482 0.47471 -0.48315  -0.293
O2 -2.27852 -1.16041 0.63788  -0.348
H1 2.16910 -0.92884 -1.02405  0.220
H2 1.42265 -1.02865 0.62541  0.275
F1 -1.36836 2.90876 0.72289  -0.158
C1 0.48793 1.63851 0.11441  0.709
C2 1.77336 -0.28528 -0.10590  -0.675
S1 -1.64137 -2.28968 0.07241  1.132
O3 -0.40287 -2.72845 0.61132  -0.392
H3 2.51375 0.39568 0.19539  0.392
F2 -1.48204 1.46036 -0.93638  -0.142
O4 1.22081 2.16876 0.88508  -0.483
N1 -0.64844 2.33483 -0.32345  0.154
O5 -2.34081 -2.96030 -0.99186  -0.391

Kohn-Sham gap ... 10.15 eV
Energy relative to the best compared isomer or geometry (same formula, charge and spin) ... 0.0 kcal/mol
SMILES ... COC(=O)N(F)F.O=S(=O)=O
E_tot ... -1106.694424 hartree
Spin multiplicity ... 1
Total charge ... 0

# 6
ORCA calculation (wB97M-V/def2-TZVPD) on the ion C2H3F2O2S with charge -1 in a non-equilibrium geometry.

Last column: Mulliken charge in e.
Cartesian coordinates (Å):
H1 -0.84075 -0.66948 1.01416  0.312
O1 1.16549 -1.47656 1.06083  -0.638
F1 0.35010 1.66215 1.00133  -0.327
H2 -2.14752 0.63345 0.02232  0.300
S1 1.75734 -0.59309 -0.00163  0.439
C1 -1.14718 -0.00041 0.11834  -0.923
C2 0.09602 0.78779 -0.02140  0.470
F2 0.00440 1.57262 -1.10396  -0.302
H3 -1.06970 -0.68532 -0.81480  0.227
O2 1.83180 -1.23115 -1.27519  -0.557

Kohn-Sham gap ... 7.35 eV
Energy relative to the best compared isomer or geometry (same formula, charge and spin) ... 7.7 kcal/mol
E_tot ... -826.428944 hartree
Spin multiplicity ... 1
Total charge ... -1

# 7
ORCA calculation (wB97M-V/def2-TZVPD) on a cluster of 2 separate species, C2H3F3N2O in total in a non-equilibrium geometry.

Last column: Mulliken charge in e.
Cartesian coordinates (Å):
N1 1.13989 -1.16509 -0.29238  -0.262
C1 -1.78659 -0.32278 -0.18505  0.256
H1 -0.00901 -0.17122 1.30604  0.483
C2 0.31933 -0.18738 0.28205  -0.261
O1 -2.25520 -1.37555 -0.28350  -0.305
H2 -2.19734 0.72598 -0.02376  0.315
H3 1.62114 -0.86408 -1.16213  0.291
F1 0.17505 2.00246 1.01959  -0.223
F2 2.31169 -1.37211 0.52961  -0.230
N2 0.74312 1.19461 -0.05082  0.097
F3 -0.06206 1.53515 -1.13965  -0.161

Kohn-Sham gap (spin up / spin down) ... 9.37 / 9.37 eV
Energy relative to the best compared isomer or geometry (same formula, charge and spin) ... 191.8 kcal/mol
E_tot ... -562.058772 hartree
Spin multiplicity ... 1
Total charge ... 0

# 8
ORCA calculation (wB97M-V/def2-TZVPD) on a structure of composition C2H3F3S in a non-equilibrium geometry.

Last column: Mulliken charge in e.
Cartesian coordinates (Å):
F1 -0.97116 0.26931 1.77381  -0.226
S1 -0.87552 1.26711 -1.57832  -0.142
F2 0.75022 -0.80603 -1.41065  -0.231
C1 0.29033 0.23935 -0.71213  -0.055
H1 -1.59241 -0.91566 0.18550  0.252
C2 -0.69091 -0.57603 0.78376  0.227
H2 -1.93330 0.47537 -1.58409  0.109
H3 1.25522 0.74116 -0.33902  0.299
F3 0.10377 -1.56394 1.27239  -0.233

Kohn-Sham gap ... 10.48 eV
Energy relative to the best compared isomer or geometry (same formula, charge and spin) ... 52.9 kcal/mol
E_tot ... -775.725145 hartree
Spin multiplicity ... 1
Total charge ... 0

# 9
ORCA calculation (wB97M-V/def2-TZVPD) on a cluster of 2 separate species, C2H3F4NO in total in a non-equilibrium geometry.

Last column: Mulliken charge in e.
Cartesian coordinates (Å):
H1 -1.97297 -0.89723 -0.88946  0.196
C1 0.25044 -0.32952 -0.90282  0.290
F1 0.98775 0.71674 -0.65333  -0.223
H2 0.57461 1.00322 1.61879  0.292
F2 0.83785 -1.26990 -1.63396  -0.218
H3 2.01504 0.12992 1.88308  0.270
F3 -1.34355 0.79490 0.16407  -0.221
N1 0.98155 0.11178 1.94439  -0.251
C2 -1.18472 -0.03440 -0.88111  0.470
F4 -1.68354 0.75041 -1.95239  -0.269
O1 0.53754 -0.97591 1.30274  -0.335

Kohn-Sham gap (spin up / spin down) ... 9.85 / 8.37 eV
Energy relative to the best compared isomer or geometry (same formula, charge and spin) ... 123.2 kcal/mol
E_tot ... -607.294920 hartree
Spin multiplicity ... 1
Total charge ... 0

# 10
ORCA calculation (wB97M-V/def2-TZVPD) on a structure of composition C2H3FIO2S in a non-equilibrium geometry.

Last column: Löwdin spin population.
Cartesian coordinates (Å):
O1 0.59103 -0.74330 1.43833  0.588
H1 -0.87481 1.29454 -0.72367  0.004
I1 2.10217 1.50533 0.28251  0.817
H2 -1.18428 1.35256 1.09299  0.006
C1 -0.99217 0.72296 0.22313  0.025
S1 0.89752 -1.35144 -0.48629  0.059
O2 -0.26076 -2.19220 -0.54955  0.047
H3 -1.48398 -0.25807 0.23127  0.009
F1 0.80988 -0.39545 -1.91461  0.018
C2 0.39539 0.06507 0.40589  0.428

Kohn-Sham gap (spin up / spin down) ... 4.10 / 6.48 eV
E_tot ... -1024.115536 hartree
Spin multiplicity ... 3
Total charge ... -1
⟨S²⟩ ... 2.009